Entry 1:
This record from the Open Molecules 2025 dataset describes 2 unconnected molecules or ions with the total composition C5H8FNO. The level of theory is ωB97M-V/def2-TZVPD.

**Energy relative to the best compared isomer or geometry (same formula, charge and spin)**: 1.571 eV
**SMILES**: FCC1CC1.N=C=O
**Calculated total energy**: -425.1474 Eh
**Orbital gap**: 11.3585 eV
**E_HOMO**: -10.55 eV
**Spin multiplicity**: 1

Geometry (Å):
F -0.729695 1.581950 0.240521
C 0.069417 0.796457 -0.565415
C 0.871328 -0.176186 0.249092
C 2.176846 -0.668767 -0.298679
C 2.163559 0.260387 0.874272
H 0.708142 1.483192 -1.130665
H -0.611483 0.279865 -1.252270
H 0.258456 -0.872425 0.800929
H 2.509311 -0.285319 -1.251475
H 2.432043 -1.704034 -0.135331
H 2.411545 -0.133481 1.848381
H 2.484221 1.280406 0.721290
N -4.095141 -0.096889 -0.484576
C -3.256280 -0.599022 0.194265
O -2.307602 -0.988583 0.723898
H -5.084670 -0.157551 -0.534236

Force components x, y, z for each atom (eV/Å):
-0.30 0.35 0.48
0.22 -0.31 -0.34
-0.23 0.31 -0.13
0.04 -0.15 -0.07
-0.01 0.08 0.11
0.08 -0.17 -0.03
0.20 -0.01 0.00
0.04 -0.11 0.06
0.00 0.10 -0.08
0.01 -0.07 0.04
0.00 -0.06 0.02
-0.03 0.07 -0.07
-0.63 0.59 -0.71
0.21 0.10 -0.18
0.72 -0.60 0.76
-0.33 -0.12 0.14



Entry 2:
This record from the Open Molecules 2025 dataset describes C14H24N2O in the gas phase. The level of theory is ωB97M-V/def2-TZVPD.

**Energy relative to the best compared isomer or geometry (same formula, charge and spin)**: 2.146 eV
**SMILES**: CCCCCCCCc1nccnc1OCC
**Calculated total energy**: -732.5367 Eh
**Orbital gap**: 9.5594 eV
**E_HOMO**: -8.86 eV
**Spin multiplicity**: 1

Geometry (Å):
C -3.224420 0.060223 1.183045
C -3.161889 -1.324753 0.705065
C -3.540777 -1.497872 -0.729685
C -2.483848 -0.762104 -1.611405
C -1.019685 -0.707784 -1.233533
C -0.164704 -0.443011 -2.480331
C 1.276623 -0.053062 -2.306163
C 2.109171 -0.887712 -1.371889
C 1.582784 -0.731071 0.028929
N 1.194097 -1.881271 0.644207
C 0.621480 -1.760162 1.883404
C 0.618126 -0.578331 2.598354
N 0.946336 0.528983 1.916943
C 1.367344 0.517756 0.682285
O 1.633261 1.666415 0.070351
C 1.849069 2.830604 0.911114
C 1.804105 4.045428 0.022141
H -2.662449 0.230936 2.173478
H -2.867066 0.762497 0.357412
H -4.207304 0.372394 1.345129
H -3.892010 -1.972009 1.349138
H -2.177255 -1.727999 0.763612
H -4.556690 -1.164416 -1.008159
H -3.519648 -2.534447 -0.879823
H -2.791850 0.288499 -1.735514
H -2.524088 -1.197673 -2.572544
H -0.808506 -0.084226 -0.444389
H -0.665190 -1.631223 -0.846937
H -0.661221 0.308628 -3.214223
H -0.241062 -1.448033 -3.078715
H 1.225264 1.064890 -1.980209
H 1.869465 -0.059538 -3.250355
H 3.158417 -0.564952 -1.448157
H 1.949064 -1.897495 -1.706208
H 0.298561 -2.700023 2.257280
H 0.166035 -0.604484 3.621269
H 2.838480 2.658253 1.399571
H 0.971757 2.774830 1.529621
H 2.678467 4.063147 -0.633812
H 1.000343 3.985054 -0.720069
H 1.569088 4.963204 0.543765

Force components x, y, z for each atom (eV/Å):
2.33 2.20 0.45
-2.38 -1.88 1.35
0.67 1.62 -0.50
-0.95 0.75 0.39
-0.14 -1.22 -1.76
-1.34 -1.30 -2.74
0.49 3.03 -0.61
-0.42 1.02 0.72
-0.22 -1.87 0.72
-0.22 2.35 0.43
1.48 -0.16 -1.07
-1.03 -0.88 -1.22
-0.19 0.81 1.62
0.29 -1.61 0.79
0.76 0.37 -0.91
-0.28 -0.74 -0.53
-0.16 -0.43 -1.27
-0.61 -0.12 -1.61
0.04 -0.66 1.37
-1.78 0.40 0.39
1.47 0.85 -0.87
0.78 -0.43 0.55
0.39 0.09 0.29
0.12 -1.63 -0.74
-0.13 -0.27 -0.12
-0.18 -0.43 -1.33
0.16 2.09 1.67
0.02 -1.23 0.20
0.66 -0.99 1.38
0.26 1.58 0.84
0.53 -1.95 -0.50
-0.93 0.11 0.18
-0.24 -0.31 0.08
0.47 -0.70 0.27
-0.35 -0.53 0.66
0.74 0.73 -0.92
-0.99 0.43 0.11
0.26 0.58 1.13
0.25 0.55 0.46
-0.27 -0.44 0.32
0.64 0.21 0.33



Entry 3:
This record from the Open Molecules 2025 dataset describes a molecular structure, C30H33AsBrCrN5O3. The level of theory is ωB97M-V/def2-TZVPD.

**<S²>**: 4.058
**Calculated total energy**: -7516.6578 Eh
**Orbital gap (alpha / beta)**: 5.8515 / 6.0484 eV
**E_HOMO (alpha / beta)**: -4.37 / -4.55 eV
**Total charge**: -1
**Spin multiplicity**: 4

Geometry (Å):
Cr 0.003180 1.041951 1.579022
Br 1.188272 0.844963 5.481183
C 1.090884 -0.596511 4.215296
C 1.649399 -1.707969 4.774437
C 1.464989 -2.960615 4.136948
C 0.792269 -2.924148 2.898116
C 0.323196 -1.761266 2.388004
N 0.435575 -0.530240 3.073447
C -0.401437 -1.760393 1.116036
O -0.732065 -2.879637 0.688711
O -0.531019 -0.561267 0.514109
H 2.084465 -1.689074 5.792583
H 1.685158 -3.895459 4.605207
H 0.545940 -3.756584 2.219820
C -2.147364 2.107058 -1.181778
C -1.454786 3.458419 -1.027915
C -0.082320 3.533368 -1.698833
C -1.545419 4.043824 0.377946
C -1.438251 5.419547 0.478248
C -1.865763 6.099873 1.597002
C -2.418774 5.451885 2.669496
C -2.386411 4.070356 2.695762
C -2.990465 3.292988 3.895328
C -4.103523 2.378047 3.379480
C -1.983504 2.557224 4.759385
C -1.723411 3.340714 1.638810
N -1.397126 2.045212 1.761386
H -2.921934 2.261431 -1.947877
H -2.603473 1.623882 -0.328511
H -1.471743 1.392633 -1.695039
H -2.103613 4.188016 -1.483798
H 0.648892 2.834663 -1.213391
H 0.256507 4.571009 -1.648803
H -0.132496 3.219702 -2.739211
H -1.112635 5.979117 -0.426638
H -1.596771 7.158142 1.617814
H -2.794435 5.963451 3.563969
H -3.510424 4.107763 4.449237
H -3.739776 1.527315 2.819209
H -4.781946 2.927692 2.748143
H -4.665218 1.959307 4.188497
H -1.419322 1.781924 4.211987
H -2.468528 2.022041 5.589982
H -1.303577 3.265092 5.239963
O 1.593716 3.231533 1.058148
N 1.607620 1.973297 0.973630
C 2.644563 1.330760 0.359396
C 3.477341 2.087881 -0.452837
N 3.968192 2.716998 -1.315739
C 2.822444 -0.046502 0.493557
N 2.703899 -1.205502 0.182234
C 0.732581 -1.939327 -4.767199
As 0.795495 -1.852182 -2.759057
C -1.148866 -2.157966 -2.539118
C 1.496395 -3.646327 -2.295786
C 2.085227 -4.531757 -3.377006
C 1.289453 -5.534640 -3.986689
C 1.860083 -6.416961 -4.899104
C 3.195671 -6.326829 -5.167106
C 4.014446 -5.409384 -4.526607
C 3.495477 -4.505238 -3.662427
H -0.043754 -2.681234 -5.106944
H 1.675926 -2.370866 -5.115009
H 0.547016 -0.977685 -5.169533
H -1.724931 -1.444948 -3.139397
H -1.414454 -2.053417 -1.484146
H -1.370173 -3.184322 -2.867940
H 0.717933 -4.171359 -1.755653
H 2.217194 -3.335411 -1.519643
H 0.260074 -5.680984 -3.705844
H 1.207335 -7.119890 -5.350750
H 3.737381 -6.909345 -5.938712
H 5.061563 -5.530060 -4.676175
H 4.153950 -3.753801 -3.261277

Force components x, y, z for each atom (eV/Å):
-2.40 -0.91 0.62
-0.21 0.54 -0.78
-0.36 0.91 0.36
0.34 -3.36 0.71
-0.90 2.04 -0.80
0.40 -1.30 0.24
0.45 2.93 2.31
0.66 -1.88 -0.72
-0.57 0.99 -3.13
-0.01 1.79 0.12
0.31 -3.24 1.32
-0.24 0.18 -0.96
0.51 -0.29 0.18
0.38 0.03 0.86
0.10 -0.50 -1.94
-0.11 -0.20 1.21
0.32 -0.59 0.70
0.86 -0.38 1.47
-0.50 0.04 -0.96
1.13 1.72 -0.36
-0.10 -0.61 0.80
0.77 -1.53 0.25
-0.38 0.94 -1.10
0.33 -0.08 -0.02
0.12 -0.36 0.59
-1.41 1.73 -1.23
0.89 -0.24 0.21
-0.16 -0.20 0.27
0.18 0.18 0.31
-0.16 0.09 0.66
-0.12 0.20 -0.89
-0.61 0.86 -0.35
0.39 -0.25 -0.02
-0.18 0.08 -0.19
-0.24 -0.30 0.76
-0.61 -0.06 0.19
0.08 0.03 -0.48
0.42 -0.60 0.20
0.39 -0.07 -0.29
-0.29 0.25 -0.27
-0.46 -0.18 0.76
-0.25 0.67 0.07
-0.20 0.15 -0.15
0.23 -0.09 -0.23
0.26 -1.29 -0.53
1.39 1.06 0.25
-0.75 1.49 1.55
1.61 2.06 -3.11
-0.65 -1.30 2.12
-1.71 -5.74 -2.78
1.11 4.44 2.22
-0.23 -2.43 0.66
-0.64 0.74 -0.88
0.10 -0.38 0.15
0.52 0.04 0.07
0.45 -0.36 0.51
1.27 0.78 0.52
-0.37 0.80 0.44
1.45 -0.67 -1.28
-0.34 -0.86 -0.33
-1.94 0.69 0.46
0.49 0.83 0.34
0.06 0.42 -0.08
-0.11 0.91 -0.41
0.23 -0.08 0.07
0.05 -0.01 -0.22
-0.07 0.28 0.02
-0.32 -0.11 -0.02
0.09 -0.52 -0.45
-0.24 0.28 0.09
-0.24 -0.71 -0.55
-0.85 -0.13 0.57
0.73 0.43 -0.23
-0.12 0.18 0.53



Q: Which value of calculated total energy does entry 1 give?
A: -425.1474 Eh



Q: What is the calculated total energy in the third record?
A: -7516.6578 Eh



Q: What is the formula in the second record?
A: C14H24N2O



Q: Look up the spin multiplicity of the third one.
A: 4